{
  "formula": "C48H65N5O2P2PbSi",
  "method": "ωB97M-V with the def2-TZVPD basis set",
  "total_energy_ha": -3456.8537,
  "e_homo_ha": -0.4702,
  "spin_multiplicity": 1,
  "charge": 2,
  "homo_lumo_gap_ev": 6.041,
  "e_above_lowest_kcal_mol": 69.0,
  "elements": ["Pb", "C", "Si", "C", "C", "C", "C", "C", "C", "P", "C", "C", "C", "C", "C", "C", "C", "C", "C", "C", "C", "C", "C", "C", "C", "C", "C", "C", "P", "C", "C", "C", "C", "C", "C", "C", "C", "C", "C", "C", "C", "H", "H", "H", "H", "H", "H", "H", "H", "H", "H", "H", "H", "H", "H", "H", "H", "H", "H", "H", "H", "H", "H", "H", "H", "H", "H", "H", "H", "H", "H", "H", "H", "H", "H", "H", "H", "H", "H", "H", "H", "H", "H", "H", "H", "H", "H", "H", "H", "H", "H", "H", "H", "H", "H", "H", "N", "C", "C", "C", "N", "C", "C", "H", "H", "H", "H", "H", "H", "O", "N", "O", "N", "C", "C", "C", "C", "C", "N", "C", "H", "H", "H", "H"],
  "positions_angstrom": [[1.1264, -0.1872, 0.0043], [-2.4896, -1.6588, -1.4102], [-1.7733, -0.6208, -0.0863], [-2.1800, 1.1760, -0.1982], [-3.2790, 1.5024, 0.6194], [-3.6913, 2.8115, 0.8040], [-2.9543, 3.8360, 0.2315], [-1.8668, 3.5404, -0.5729], [-1.4955, 2.2230, -0.8649], [-0.0137, 1.9692, -1.8693], [0.3688, 3.4734, -2.8747], [1.3909, 4.3901, -2.1740], [1.9743, 5.4025, -3.1635], [0.8775, 6.2000, -3.8664], [-0.1294, 5.2694, -4.5397], [-0.7500, 4.3205, -3.5091], [-0.4142, 0.6884, -3.1288], [-1.6265, 0.9465, -4.0280], [-1.7963, -0.2058, -5.0210], [-0.5332, -0.4012, -5.8979], [0.6125, 0.5194, -5.4719], [0.8705, 0.3913, -3.9705], [-2.0578, -1.4130, 1.5671], [-3.4467, -1.6266, 1.6409], [-4.0587, -2.1087, 2.7901], [-3.2751, -2.4214, 3.8862], [-1.8960, -2.2881, 3.8083], [-1.2581, -1.8000, 2.6686], [0.5573, -1.7933, 2.5244], [1.2061, -3.5346, 2.3656], [1.1561, -4.0679, 0.9250], [-0.2083, -4.6408, 0.5448], [-0.5657, -5.7894, 1.4852], [-0.5995, -5.2983, 2.9303], [0.7191, -4.6290, 3.3375], [1.4182, -1.2266, 4.0847], [0.9231, -1.6638, 5.4875], [0.0499, -0.5864, 6.1297], [0.9106, 0.6483, 6.4590], [2.0635, 0.8084, 5.4515], [1.6247, 0.3004, 4.0792], [-3.5408, -1.3498, -1.4601], [-2.4420, -2.7195, -1.1612], [-2.0595, -1.4898, -2.3942], [-3.8221, 0.7320, 1.1481], [-4.5531, 3.0264, 1.4238], [-3.2243, 4.8697, 0.4139], [-1.2861, 4.3576, -0.9745], [0.9102, 2.9980, -3.7031], [2.1963, 3.7905, -1.7397], [0.9048, 4.9252, -1.3476], [2.5629, 4.8598, -3.9116], [2.6621, 6.0723, -2.6448], [1.3156, 6.8834, -4.5949], [0.3511, 6.8174, -3.1292], [0.3741, 4.6856, -5.3193], [-0.9164, 5.8446, -5.0294], [-1.5256, 3.7080, -3.9614], [-1.2429, 4.9365, -2.7564], [-0.6487, -0.2107, -2.5478], [-1.4904, 1.8711, -4.5845], [-2.5295, 1.0687, -3.4235], [-2.6680, -0.0132, -5.6459], [-2.0147, -1.1260, -4.4695], [-0.7714, -0.2304, -6.9474], [-0.1881, -1.4362, -5.8240], [0.3861, 1.5578, -5.7331], [1.5205, 0.2582, -6.0165], [1.6993, 1.0434, -3.6771], [1.2043, -0.6266, -3.7736], [-4.0871, -1.4145, 0.7872], [-5.1332, -2.2402, 2.8186], [-3.7277, -2.8071, 4.7910], [-1.3065, -2.6023, 4.6558], [2.2571, -3.3252, 2.5825], [1.8956, -4.8727, 0.8495], [1.4782, -3.2917, 0.2309], [-0.1904, -4.9865, -0.4917], [-0.9819, -3.8604, 0.6174], [0.1902, -6.5754, 1.3796], [-1.5259, -6.2309, 1.2145], [-0.7947, -6.1295, 3.6094], [-1.4354, -4.6036, 3.0353], [1.5007, -5.3969, 3.3309], [0.6703, -4.2686, 4.3626], [2.3928, -1.6926, 3.9123], [1.8099, -1.8021, 6.1127], [0.4388, -2.6346, 5.4796], [-0.4252, -0.9695, 7.0328], [-0.7607, -0.3127, 5.4478], [1.3169, 0.5569, 7.4675], [0.2852, 1.5425, 6.4547], [2.9462, 0.2539, 5.7804], [2.3670, 1.8539, 5.3839], [2.3460, 0.5781, 3.3053], [0.6814, 0.7918, 3.8398], [2.6119, -4.4762, -4.8823], [2.3373, -3.6511, -3.8537], [3.3191, -2.7947, -3.3207], [2.9866, -1.9548, -2.2925], [1.7585, -1.8979, -1.7443], [0.8335, -2.7288, -2.2343], [1.0567, -3.6017, -3.2683], [3.5404, -4.5429, -5.2596], [1.9265, -5.1243, -5.2267], [4.3281, -2.7934, -3.7151], [3.7332, -1.2817, -1.8835], [-0.1421, -2.7026, -1.7558], [0.2609, -4.2486, -3.6179], [3.2486, 0.7757, -0.0146], [3.9072, -0.1358, 0.5548], [3.2266, -1.1504, 0.8315], [-2.6383, 3.0561, 4.6189], [-1.7137, 3.1312, 3.9404], [-0.5687, 3.1640, 3.0565], [0.2549, 4.2758, 2.9339], [1.3311, 4.2070, 2.0685], [1.5408, 3.0408, 1.3523], [0.7415, 1.9712, 1.4650], [-0.2823, 2.0322, 2.3110], [0.0576, 5.1690, 3.5137], [2.0061, 5.0432, 1.9493], [2.3759, 2.9513, 0.6665], [-0.8992, 1.1482, 2.4236]],
  "forces_ev_per_a": [[-0.741, -0.278, 0.006], [0.050, -0.375, -0.390], [0.497, 0.289, 0.281], [-0.085, 0.246, 0.118], [0.117, 0.234, 0.033], [0.007, -0.019, 0.036], [-0.006, 0.034, 0.054], [0.022, -0.075, 0.000], [-0.167, 0.132, 0.221], [0.385, -0.282, -0.143], [0.130, 0.224, 0.134], [-0.014, -0.004, -0.041], [-0.082, -0.017, 0.003], [-0.001, -0.056, 0.013], [0.024, -0.017, 0.052], [0.104, 0.039, -0.049], [0.056, -0.028, -0.198], [-0.052, -0.158, 0.008], [0.099, 0.044, -0.018], [-0.008, 0.053, 0.073], [-0.067, -0.007, 0.052], [-0.157, 0.073, -0.090], [-0.191, -0.186, 0.139], [-0.043, -0.090, 0.131], [0.039, 0.029, -0.061], [0.027, -0.013, 0.001], [-0.014, 0.012, 0.047], [-0.293, 0.161, -0.054], [0.570, 0.105, 0.102], [-0.215, -0.124, -0.162], [-0.067, 0.076, 0.070], [0.022, 0.027, 0.070], [0.030, 0.035, 0.019], [0.072, 0.060, -0.064], [-0.027, -0.005, -0.141], [-0.104, 0.051, 0.088], [0.053, 0.025, -0.054], [0.122, 0.025, -0.030], [0.026, -0.072, -0.027], [-0.072, -0.073, -0.021], [0.038, -0.061, 0.075], [0.023, -0.058, -0.033], [-0.044, 0.005, -0.025], [-0.133, -0.045, -0.007], [0.007, -0.006, 0.008], [0.041, -0.009, -0.034], [0.017, -0.048, -0.016], [-0.058, -0.058, 0.004], [-0.008, 0.000, -0.035], [-0.017, 0.001, 0.007], [0.003, -0.038, -0.018], [0.005, 0.020, 0.015], [0.005, -0.015, -0.006], [-0.005, -0.016, 0.011], [0.016, 0.017, -0.031], [-0.035, 0.022, -0.006], [0.004, -0.004, 0.006], [-0.020, -0.027, -0.012], [-0.002, -0.014, -0.013], [0.167, 0.019, -0.013], [-0.029, 0.021, 0.004], [0.007, 0.030, 0.004], [-0.015, -0.024, 0.000], [-0.004, 0.010, -0.039], [0.007, -0.002, 0.001], [-0.011, 0.003, -0.014], [0.011, -0.031, 0.002], [0.014, 0.017, -0.009], [0.010, -0.038, 0.026], [-0.005, 0.011, -0.005], [0.030, -0.012, 0.071], [0.048, -0.009, -0.003], [0.014, 0.034, -0.016], [0.007, 0.013, -0.015], [0.070, -0.033, 0.037], [0.002, 0.027, -0.013], [0.024, -0.013, -0.003], [0.001, 0.000, -0.002], [0.047, -0.050, -0.029], [-0.043, 0.003, -0.004], [0.005, -0.001, 0.000], [-0.007, 0.001, 0.002], [0.014, -0.017, 0.030], [-0.016, 0.003, 0.029], [-0.015, 0.031, 0.038], [0.069, 0.025, 0.041], [-0.020, -0.010, -0.014], [-0.052, -0.044, -0.031], [-0.003, -0.002, 0.004], [-0.021, 0.017, 0.000], [-0.010, 0.012, -0.015], [-0.024, 0.019, 0.008], [-0.002, 0.012, -0.006], [0.012, 0.004, 0.005], [-0.068, -0.007, -0.021], [0.110, -0.095, 0.086], [-0.050, 0.077, 0.131], [0.041, -0.133, -0.168], [0.009, 0.002, -0.033], [-0.018, 0.113, 0.080], [0.374, 0.266, 0.153], [-0.154, -0.062, -0.024], [-0.005, 0.002, -0.001], [0.010, 0.011, 0.001], [-0.013, -0.003, -0.002], [-0.063, 0.003, 0.019], [-0.054, -0.056, -0.031], [0.088, 0.001, -0.043], [0.039, 0.032, 0.024], [-0.109, -0.521, 0.286], [-0.809, -0.867, 0.040], [0.587, 1.452, -0.322], [0.113, 0.002, -0.080], [0.167, -0.004, -0.170], [-0.361, 0.041, 0.241], [-0.035, 0.142, 0.111], [0.038, -0.001, -0.036], [-0.075, -0.106, -0.088], [0.240, -0.024, 0.029], [-0.049, 0.010, -0.275], [-0.002, -0.030, -0.026], [-0.009, -0.022, 0.004], [-0.064, -0.016, 0.033], [-0.044, 0.001, -0.089]]
}